Entry from the Open Molecules 2025 dataset: the ion C3H9N2 with charge +1 (ωB97M-V with the def2-TZVPD basis set).

Energy above the lowest of the compared OMol25 structures with the same formula, charge and spin, kcal per mole: 1.0
E_tot, Ha: -228.98526
E_HOMO, eV: -15.32
Structure (SMILES): CCNC=[NH2+]
Kohn-Sham gap, eV: 11.632

```
! wB97M-V def2-TZVPD RIJCOSX def2/J DEFGRID3
* xyz 1 1
C 1.109 1.713 -0.731
C 0.100 1.066 0.189
N -0.040 -0.376 -0.056
C -0.867 -1.150 0.576
N -0.975 -2.443 0.385
H 1.025 1.407 -1.774
H 0.934 2.785 -0.722
H 2.130 1.550 -0.398
H 0.385 1.279 1.216
H -0.879 1.530 0.108
H 0.645 -0.784 -0.681
H -1.484 -0.686 1.335
H -0.325 -2.938 -0.209
H -1.757 -2.953 0.761
*
```

Here are the Löwdin charges for atoms 1 to 2, given in e: -0.07, -0.21